One molecule with the formula C4H7N3O at a distorted geometry, computed with ωB97M-V with the def2-TZVPD basis set.

Calculated values
**Energy**: -10775.5084 eV
**Max |F|**: 2.47 eV/Å
**Kohn-Sham gap**: 10.19 eV
**Net charge**: 0
**SMILES**: C=N/N=C(/C)ON=C

Atoms and positions in Å:
C 3.006 -0.873 -0.063
N 1.737 -0.689 0.069
N 1.374 0.670 0.051
C 0.095 0.705 -0.020
C -0.591 2.045 -0.023
O -0.643 -0.491 0.058
N -2.022 -0.212 0.003
C -2.708 -1.282 -0.027
H 3.645 0.003 -0.180
H 3.299 -1.901 -0.060
H -1.373 2.119 -0.766
H -1.023 2.352 0.925
H 0.149 2.794 -0.288
H -3.778 -1.160 -0.051
H -2.214 -2.237 -0.104

One molecule with the formula C4H7N3O at a distorted geometry, computed with ωB97M-V with the def2-TZVPD basis set.

Calculated values
**Energy**: -10775.0830 eV
**Max |F|**: 7.91 eV/Å
**Kohn-Sham gap**: 10.30 eV
**Net charge**: 0
**SMILES**: [H]/N=C/N1C[C@H]1C(N)=O

Atoms and positions in Å:
H -2.885 -1.698 -0.081
N -2.691 -0.640 0.189
C -1.572 -0.505 -0.620
N -0.971 0.797 -0.438
C -0.375 1.348 0.854
C 0.516 0.977 -0.315
C 1.411 -0.072 -0.070
N 1.030 -1.336 0.419
O 2.636 -0.137 -0.329
H -1.100 -1.042 -1.505
H -0.181 0.674 1.814
H -0.981 2.310 0.925
H 0.751 1.942 -0.878
H 0.059 -1.500 0.899
H 1.796 -1.823 1.169

One molecule with the formula C4H7N3O2S at a distorted geometry, computed with ωB97M-V with the def2-TZVPD basis set.

Calculated values
**Energy**: -23659.2720 eV
**Max |F|**: 4.20 eV/Å
**Kohn-Sham gap**: 9.80 eV
**Net charge**: 0
**SMILES**: [H]/N=C/C1=N[C@@H](N)S(=O)(=O)C1

Atoms and positions in Å:
H -3.070 -1.148 1.375
N -2.120 -1.120 0.930
C -1.924 -0.172 0.103
C -0.558 -0.118 -0.446
N -0.082 1.080 -0.316
C 1.367 1.264 -0.249
N 1.704 2.141 0.763
S 1.901 -0.518 -0.072
O 2.973 -1.099 -0.825
O 1.920 -0.686 1.330
C 0.387 -1.180 -0.868
H -2.283 0.852 0.042
H 1.715 1.604 -1.288
H 2.025 1.611 1.513
H 2.180 2.955 0.532
H 0.035 -2.183 -0.634
H 0.686 -1.018 -1.926

A 2-piece molecular cluster, C4H7N3O3 overall at a distorted geometry, computed with ωB97M-V with the def2-TZVPD basis set.

Calculated values
**Energy**: -14874.5405 eV
**Max |F|**: 1.71 eV/Å
**Kohn-Sham gap**: 10.63 eV
**Net charge**: 0
**SMILES**: N#C[C@@H](C(N)=O)C(=O)O.N

Atoms and positions in Å:
N 0.959 -2.761 -0.325
C 0.909 -1.629 -0.109
C 0.827 -0.192 0.165
C 2.168 0.501 -0.178
N 2.136 1.837 -0.201
O 3.178 -0.170 -0.324
C -0.436 0.472 -0.380
O -1.025 1.347 0.214
O -0.710 0.102 -1.622
H 0.720 -0.028 1.272
H 1.261 2.338 -0.094
H 2.983 2.344 -0.417
H -0.990 0.871 -2.140
N -2.773 -1.137 0.928
H -3.629 -0.736 0.550
H -2.797 -1.024 1.939
H -2.779 -2.134 0.721